Here is C27H50OOsP2 as an isolated structure in a non-equilibrium geometry from OMol25. Energies are from wB97M-V/def2-TZVPD.

The expectation value of S² is 6.03. Its spin multiplicity is 5. The value obtained for the LUMO energy (alpha / beta) is -6.9 / -9.0 eV. For the orbital gap (alpha / beta), the calculation gives 5.47 / 3.98 eV. The energy relative to the best compared isomer or geometry (same formula, charge and spin) is 31.0 kcal/mol. The total energy is -1906.603473 a.u. Its net charge is +2. For the HOMO energy (alpha / beta), the calculation gives -12.35 / -13.01 eV.

Structure (XYZ):
```
81
Properties=species:S:1:pos:R:3:lowdin_spin:R:1
Os -3.610 -0.640 0.326 1.60
C -1.238 -0.592 0.326 0.17
C -1.930 -0.913 1.591 0.14
C -1.889 -2.816 0.220 0.13
C -1.232 -1.782 -0.487 0.18
C -2.299 -2.323 1.499 0.13
C -0.284 0.545 0.160 0.04
H -0.628 1.432 0.703 0.00
H -0.202 0.869 -0.881 0.00
H 0.738 0.281 0.496 0.01
C -0.573 -1.983 -1.798 0.03
H 0.448 -2.390 -1.727 0.01
H -0.519 -1.057 -2.368 0.00
H -1.142 -2.710 -2.386 0.00
C -2.139 -4.198 -0.237 0.01
H -2.087 -4.941 0.570 0.00
H -1.421 -4.523 -0.999 0.00
H -3.160 -4.186 -0.638 0.01
C -2.665 -3.228 2.628 0.02
H -2.040 -4.141 2.582 0.00
H -3.724 -3.525 2.581 0.01
H -2.444 -2.733 3.583 0.00
C -1.842 -0.152 2.883 0.04
H -1.927 -0.843 3.733 0.00
H -2.682 0.552 2.940 0.02
H -0.897 0.413 2.943 0.00
C 0.243 3.299 -1.557 0.56
C 0.687 3.885 -0.465 0.08
C 0.028 4.646 0.679 0.03
C -1.051 5.668 0.310 0.00
C -2.404 5.098 -0.011 0.00
C -2.621 4.162 -0.957 0.00
C -1.971 4.196 -2.314 0.04
C -0.833 3.173 -2.513 0.09
H 0.821 5.219 1.185 0.00
H -0.644 6.342 -0.453 0.00
H -0.351 3.954 1.444 0.00
H -0.379 3.316 -3.508 0.01
H 1.460 2.179 -2.066 0.03
H 1.735 3.679 -0.221 0.03
H -1.202 2.134 -2.488 0.00
H -2.767 4.032 -3.066 0.00
H -3.314 3.325 -0.793 0.00
H -1.541 5.198 -2.465 0.00
H -1.188 6.312 1.189 0.00
H -3.191 5.692 0.420 0.00
P -4.959 0.897 -0.319 0.17
P -5.316 -2.005 0.349 0.05
C -6.709 0.139 -0.398 0.04
C -6.598 -1.302 -0.824 0.02
H -7.304 0.724 -1.096 0.00
H -7.189 0.244 0.581 0.00
H -7.542 -1.863 -0.781 0.00
H -6.212 -1.407 -1.847 0.00
C -5.635 -3.756 -0.070 -0.01
H -4.728 -4.360 0.035 0.00
H -6.009 -3.816 -1.106 0.00
H -6.403 -4.161 0.605 0.00
C -6.073 -1.796 2.029 0.04
H -6.978 -2.411 2.104 0.01
H -6.327 -0.753 2.257 0.00
H -5.358 -2.156 2.777 0.00
C -4.915 1.476 -2.063 0.05
H -4.720 2.547 -2.100 0.00
H -5.894 1.347 -2.533 0.00
H -4.183 0.963 -2.680 0.00
C -5.485 2.482 0.375 0.02
H -5.620 2.424 1.453 0.00
H -6.461 2.727 -0.057 0.00
H -4.811 3.301 0.130 0.00
C 2.898 3.817 -3.333 0.01
C 2.644 2.364 -3.657 0.00
C 3.863 1.601 -4.151 0.00
O 2.164 1.625 -2.531 0.10
H 3.772 3.917 -2.679 0.00
H 2.028 4.242 -2.824 0.01
H 3.089 4.375 -4.252 0.00
H 1.878 2.328 -4.452 0.00
H 4.628 1.584 -3.365 0.00
H 3.573 0.571 -4.373 0.00
H 4.289 2.053 -5.050 0.00
```